{
  "formula": "C29H42AsF9GeN4O7STl",
  "method": "ωB97M-V with the def2-TZVPD basis set",
  "homo_lumo_gap_ev": 7.3,
  "e_homo_ev": -5.259,
  "molar_mass_g_mol": 1113.64,
  "relative_energy_kcal_mol": 20.54,
  "total_charge": -1,
  "symbols": ["Tl", "C", "C", "N", "C", "C", "C", "C", "C", "C", "C", "N", "C", "C", "N", "N", "H", "H", "H", "H", "H", "H", "H", "H", "H", "H", "H", "H", "H", "H", "H", "H", "H", "H", "O", "As", "O", "O", "C", "C", "C", "C", "C", "C", "S", "O", "O", "O", "H", "H", "H", "H", "H", "F", "C", "F", "F", "C", "O", "C", "F", "F", "F", "C", "F", "F", "F", "C", "C", "C", "C", "Ge", "C", "C", "C", "C", "H", "H", "H", "H", "H", "H", "H", "H", "H", "H", "H", "H", "H", "H", "H", "H", "H", "H", "H"],
  "coordinates": [[1.236, 0.341, 0.998], [3.242, 3.746, 0.821], [3.230, 3.318, 2.328], [3.694, 1.965, 2.679], [5.078, 1.537, 2.306], [5.230, 0.773, 1.015], [6.448, 0.110, 0.811], [6.754, -0.565, -0.373], [5.761, -0.534, -1.313], [4.541, 0.136, -1.056], [3.470, -0.052, -2.123], [2.100, 0.423, -1.858], [1.769, 1.829, -2.181], [2.610, 2.847, -1.445], [2.219, 3.201, -0.075], [4.331, 0.872, 0.037], [4.218, 3.485, 0.373], [3.233, 4.857, 0.935], [2.216, 3.436, 2.731], [3.817, 4.084, 2.841], [3.512, 1.907, 3.706], [5.413, 0.867, 3.061], [5.797, 2.349, 2.381], [7.146, 0.103, 1.704], [7.745, -0.954, -0.552], [5.817, -1.018, -2.291], [3.475, -1.175, -2.272], [3.858, 0.379, -3.048], [1.493, -0.174, -2.389], [0.679, 1.991, -2.013], [1.974, 2.078, -3.238], [2.754, 3.758, -2.089], [3.585, 2.434, -1.333], [1.340, 3.704, -0.015], [3.216, -4.401, 1.676], [1.721, -3.397, 1.731], [0.924, -3.833, 3.165], [2.121, -1.867, 1.224], [1.265, -4.386, -0.025], [2.297, -5.129, -0.606], [1.982, -5.926, -1.679], [0.672, -6.038, -2.146], [-0.315, -5.214, -1.637], [0.024, -4.341, -0.602], [-1.213, -3.296, 0.095], [-2.469, -3.965, -0.107], [-1.043, -2.032, -0.829], [-0.864, -2.859, 1.390], [3.845, -3.900, 2.287], [3.351, -5.075, -0.228], [2.723, -6.453, -2.312], [0.419, -6.788, -2.915], [-1.352, -5.262, -2.050], [-0.463, 3.219, 4.368], [-0.788, 1.924, 4.331], [0.377, 1.244, 4.126], [-1.276, 1.643, 5.565], [-1.755, 1.623, 3.176], [-1.092, 1.696, 2.051], [-2.984, 2.703, 3.238], [-3.986, 2.264, 2.458], [-2.568, 3.857, 2.675], [-3.411, 2.990, 4.485], [-2.425, 0.203, 3.435], [-3.055, -0.250, 2.348], [-3.329, 0.280, 4.471], [-1.495, -0.716, 3.807], [-4.896, 3.134, -1.495], [-3.462, 3.046, -1.004], [-2.584, 1.925, -1.639], [-2.655, 0.593, -0.888], [-2.068, -1.004, -1.926], [-3.721, -2.112, -2.179], [-4.805, -1.451, -2.916], [-5.850, -0.705, -2.026], [-6.410, -1.476, -0.804], [-5.286, 4.166, -1.257], [-5.539, 2.385, -1.030], [-4.971, 3.109, -2.597], [-3.479, 2.845, 0.078], [-2.911, 3.995, -1.066], [-1.516, 2.246, -1.721], [-2.901, 1.808, -2.687], [-3.650, 0.511, -0.390], [-1.929, 0.501, -0.057], [-1.464, -0.580, -3.368], [-4.097, -2.459, -1.199], [-3.243, -2.986, -2.681], [-5.384, -2.120, -3.565], [-4.427, -0.678, -3.625], [-6.633, -0.431, -2.757], [-5.349, 0.221, -1.684], [-6.384, -2.544, -1.041], [-7.464, -1.262, -0.567], [-5.766, -1.254, 0.065]]
}

***

{
  "formula": "C29H42CrN3OS2SbSi3",
  "method": "ωB97M-V with the def2-TZVPD basis set",
  "homo_lumo_gap_ev": [4.5, 5.9],
  "multiplicity": 5,
  "e_homo_ev": [-0.027, -1.439],
  "molar_mass_g_mol": 770.82,
  "s_squared": 6.090,
  "relative_energy_kcal_mol": 34.15,
  "total_charge": -2,
  "symbols": ["Cr", "S", "C", "C", "C", "C", "C", "C", "S", "H", "H", "H", "H", "C", "Sb", "C", "C", "C", "C", "C", "C", "N", "Si", "C", "C", "C", "C", "C", "C", "C", "C", "C", "N", "Si", "C", "C", "C", "Si", "C", "C", "C", "H", "H", "H", "H", "H", "H", "H", "H", "H", "H", "H", "H", "H", "H", "H", "H", "H", "H", "H", "H", "H", "H", "H", "H", "H", "H", "H", "H", "H", "H", "H", "H", "H", "H", "H", "H", "H", "H", "O", "C", "N"],
  "coordinates": [[1.012, 1.193, -0.727], [3.445, 0.898, -1.473], [4.063, 2.477, -1.047], [5.421, 2.658, -0.778], [5.944, 3.903, -0.467], [5.104, 5.008, -0.410], [3.750, 4.845, -0.663], [3.217, 3.600, -0.986], [1.509, 3.453, -1.372], [6.066, 1.788, -0.810], [7.001, 4.007, -0.253], [5.496, 5.986, -0.156], [3.079, 5.694, -0.610], [-3.491, -0.120, 0.844], [-1.430, 0.373, 1.404], [-0.994, 1.738, -0.215], [-1.380, 1.408, -1.585], [-2.639, 1.442, -2.201], [-2.737, 1.196, -3.555], [-1.592, 0.911, -4.297], [-0.379, 0.886, -3.636], [-0.288, 1.123, -2.332], [-1.439, 3.462, 0.316], [-1.519, 4.649, -1.165], [-3.196, 3.586, 1.045], [-0.297, 4.075, 1.669], [-0.339, -2.373, 0.834], [0.852, -2.165, 0.036], [2.022, -2.949, 0.212], [2.952, -3.057, -0.787], [2.755, -2.352, -1.978], [1.717, -1.452, -1.999], [0.832, -1.276, -1.004], [-0.092, -2.944, 2.570], [0.298, -4.803, 2.785], [-1.615, -2.712, 3.674], [1.299, -1.981, 3.407], [-1.553, -3.268, -0.221], [-2.251, -2.359, -1.716], [-3.039, -3.960, 0.729], [-0.724, -4.802, -0.987], [-4.095, 0.786, 0.842], [-3.885, -0.801, 1.596], [-3.560, -0.598, -0.129], [-3.509, 1.665, -1.597], [-3.705, 1.220, -4.042], [-1.636, 0.719, -5.361], [0.553, 0.698, -4.157], [-2.555, 4.857, -1.441], [-1.003, 4.250, -2.036], [-1.031, 5.593, -0.918], [-3.960, 3.308, 0.318], [-3.394, 4.615, 1.356], [-3.306, 2.941, 1.917], [0.739, 4.041, 1.336], [-0.391, 3.438, 2.550], [-0.546, 5.099, 1.958], [2.116, -3.551, 1.104], [3.810, -3.708, -0.664], [3.443, -2.412, -2.808], [1.605, -0.788, -2.848], [-0.494, -5.415, 2.351], [0.373, -5.056, 3.846], [1.232, -5.094, 2.304], [-2.506, -3.178, 3.265], [-1.827, -1.656, 3.834], [-1.420, -3.162, 4.651], [2.104, -1.729, 2.719], [1.726, -2.532, 4.248], [0.912, -1.034, 3.784], [-2.980, -1.602, -1.438], [-2.738, -3.067, -2.394], [-1.450, -1.858, -2.254], [-3.618, -3.178, 1.214], [-2.732, -4.679, 1.488], [-3.695, -4.479, 0.026], [0.084, -4.496, -1.654], [-1.433, -5.402, -1.563], [-0.284, -5.435, -0.215], [2.459, 1.439, 3.352], [2.076, 1.300, 2.231], [1.679, 1.157, 1.130]]
}

***

Calculated total energy for every record listed, in sequence, given in eV: -208388.7760 -117540.1948.